## i
Here is a gas-phase ion, C7H10N (charge +1) from OMol25. Energies are from ωB97M-V/def2-TZVPD.

**Orbital gap (spin up / spin down)**: 6.9 / 7.4 eV
**LUMO (spin up / spin down)**: -5.7436 / -5.7879 eV

Structure (ORCA input):
```
! wB97M-V def2-TZVPD RIJCOSX def2/J DEFGRID3
* xyz 1 1
C -0.74553 -1.04894 -1.77704
C -0.21125 -0.13967 -2.71820
C -0.21754 1.84270 0.14462
C -0.18728 1.21643 -2.20320
C -0.65833 -0.47685 -0.51587
C 0.99776 -1.20100 1.27552
C -0.47925 -0.85097 0.88942
N -0.55982 1.05454 -0.80203
H -0.99155 -2.05539 -1.81202
H -0.32758 1.65810 1.24945
H 0.19300 2.89160 -0.07443
H 0.71600 1.65886 -2.44507
H -0.93523 1.89977 -2.64511
H 1.55458 -0.35007 1.63897
H 1.51140 -1.55165 0.36116
H 1.14317 -2.04115 1.77749
H -0.80462 -0.11008 1.63010
H -1.02873 -1.76489 1.26073
*
```

=====

## ii
Here is a gas-phase ion, C7H10N (charge +1) from OMol25. Energies are from ωB97M-V/def2-TZVPD.

**Orbital gap**: 9.2 eV
**LUMO**: -5.6176 eV

Structure (ORCA input):
```
! wB97M-V def2-TZVPD RIJCOSX def2/J DEFGRID3
* xyz 1 1
C 1.00215 -0.32632 1.55862
C -0.04585 0.26340 -0.20300
C 1.32667 -0.44113 0.35300
C -1.34764 -0.40772 -0.25292
C 0.13702 1.75284 -0.30676
C 2.29333 -0.85982 -0.65058
C -2.60422 -0.65908 0.40621
N -0.65271 -0.54277 -1.29969
H 0.60295 -0.15142 2.52265
H -0.36785 2.10204 -1.20727
H 1.18801 2.01915 -0.39112
H -0.28542 2.26906 0.55250
H 3.16252 -1.30152 -0.16949
H 2.60138 -0.00542 -1.25159
H 1.82897 -1.58021 -1.32598
H -3.00699 -1.62022 0.08403
H -3.31529 0.11007 0.09191
H -2.51702 -0.62094 1.48948
*
```

=====

## iii
Here is a gas-phase ion, C7H10N (charge +1) from OMol25. Energies are from ωB97M-V/def2-TZVPD.

**Orbital gap (spin up / spin down)**: 8.1 / 8.5 eV
**LUMO (spin up / spin down)**: -5.5798 / -5.1445 eV

Structure (ORCA input):
```
! wB97M-V def2-TZVPD RIJCOSX def2/J DEFGRID3
* xyz 1 1
C -1.14624 1.01056 0.25308
C 0.01487 1.49497 0.64163
C -1.48520 -0.36617 -0.10722
C 1.56459 -0.25102 -0.10436
C 1.29706 0.79623 0.71773
C -2.99284 -0.75661 -0.06855
C 2.40634 -1.09782 -0.82720
N -0.58970 -1.16351 -0.44705
H -1.96228 1.65790 0.17877
H 0.09002 2.48583 0.89600
H 2.11288 1.57595 0.93645
H 1.15721 0.10145 1.53215
H -3.43093 -0.09715 -0.81249
H -3.25781 -0.55299 0.93185
H -3.10436 -1.84609 -0.28257
H 1.79233 -1.44340 -1.67144
H 2.32059 -2.18672 -0.53876
H 3.42977 -0.93188 -1.06608
*
```

=====

Going by the energies, ii is most stable and the next is 97.1 kJ/mol up.

=====

## i
Here is 13 unconnected molecules or ions with the total composition H26O13 from OMol25. Energies are from ωB97M-V/def2-TZVPD.

**Orbital gap**: 9.5 eV
**LUMO**: 0.0144 eV

Structure (ORCA input):
```
! wB97M-V def2-TZVPD RIJCOSX def2/J DEFGRID3
* xyz 0 1
H -0.40947 0.27745 1.08840
H 0.69673 0.96897 0.30856
H -1.74901 1.42730 0.62771
H -3.00000 1.13894 -0.18587
H -5.58468 -1.73843 0.35595
H -4.28739 -0.99235 0.09050
H 3.27556 3.65657 -1.18035
H 4.41068 2.99940 -1.94826
H -2.00094 3.42243 3.33415
H -0.60147 3.73505 2.83039
H -0.85803 -2.82956 1.48488
H -1.81715 -2.01752 0.63006
H 1.71535 0.20969 -3.46442
H 1.16474 -0.09212 -2.08031
H -2.37184 2.96643 -2.01353
H -3.65448 3.75583 -1.80930
H 4.33439 -1.87727 -2.14384
H 3.24329 -1.89616 -1.08592
H 3.93623 0.49485 1.95940
H 4.79786 -0.36360 2.87083
H 2.06081 -0.51098 2.77307
H 1.07498 -1.15579 1.81266
H 0.05198 -5.26269 -0.98261
H 0.66791 -4.27951 -0.00076
H -2.03484 -1.10388 -2.52635
H -3.25645 -0.87281 -1.65209
O 0.39461 0.09752 0.58833
O -2.05246 0.96412 -0.16119
O -5.23744 -0.85670 0.17997
O 4.23158 3.53476 -1.16704
O -1.44329 3.35812 2.55065
O -1.33877 -1.99437 1.46648
O 1.83243 -0.38156 -2.71229
O -2.74749 3.68409 -1.49119
O 3.93079 -1.33273 -1.45859
O 3.92250 -0.32284 2.46949
O 1.25011 -1.03187 2.75232
O -0.15621 -4.48141 -0.45797
O -2.39116 -1.29738 -1.65194
*
```

=====

## ii
Here is a molecular structure, H26O13 from OMol25. Energies are from ωB97M-V/def2-TZVPD.

**Orbital gap**: 7.0 eV
**LUMO**: -1.3926 eV

Structure (ORCA input):
```
! wB97M-V def2-TZVPD RIJCOSX def2/J DEFGRID3
* xyz 0 1
O -5.73827 19.04990 7.44184
H -5.40236 19.49761 8.21834
H -6.06728 19.75364 6.88259
O -7.58032 17.19409 8.03204
H -7.41999 16.90822 8.93137
H -8.28873 17.83354 8.10617
O -6.02701 18.34627 9.71359
H -6.31324 19.25942 9.73562
H -6.59413 17.90174 10.34366
O -4.93480 20.42032 8.56119
H -5.40773 21.25158 8.52155
H -4.99845 20.15147 9.47767
O -8.09824 18.03286 10.94241
H -8.89294 18.08395 11.47352
H -8.24027 18.66373 10.23667
O -5.88354 16.20867 10.32003
H -5.76507 16.48644 11.22835
H -5.22003 16.69593 9.83159
O -7.85725 16.19364 10.10461
H -6.96002 15.90433 10.27052
H -8.00797 16.88803 10.74596
O -8.28296 19.31357 9.40194
H -8.68632 20.16994 9.25991
H -8.57737 18.78379 8.66107
O -4.21074 17.86133 9.63204
H -5.12000 18.15167 9.70406
H -3.79488 18.51262 9.06711
O -7.36796 19.18388 12.39926
H -7.59935 18.93357 11.50480
H -6.81346 18.46934 12.71259
O -4.81668 21.06829 10.72346
H -4.76784 21.53970 11.55509
H -5.65781 20.61250 10.75499
O -6.70304 20.33872 10.43868
H -7.22175 20.25636 9.63843
H -7.18586 20.96853 10.97388
O -5.66977 17.14408 12.19750
H -5.22749 17.83412 11.70307
H -5.52866 17.37807 13.11487
*
```

=====

## iii
Here is 13 unconnected molecules or ions with the total composition H26O13 from OMol25. Energies are from ωB97M-V/def2-TZVPD.

**Orbital gap**: 8.6 eV
**LUMO**: -0.4112 eV

Structure (ORCA input):
```
! wB97M-V def2-TZVPD RIJCOSX def2/J DEFGRID3
* xyz 0 1
H 0.00999 0.78675 -0.40072
H 0.75996 0.99347 0.90498
H -3.39851 -0.87340 2.90986
H -2.93584 -0.12278 4.14783
H 1.34385 2.40943 -1.25274
H 0.11059 2.25049 -2.12673
H -2.72411 -0.41426 -1.73332
H -2.06809 -0.39509 -0.36244
H 2.03162 1.92414 -3.14023
H 1.90058 0.75064 -4.09719
H -3.24852 0.17178 0.67652
H -3.41292 1.67904 0.57083
H 0.74466 -2.00861 -1.09812
H 1.46195 -1.54706 0.15986
H -1.35957 -2.22888 0.28899
H -2.49688 -2.87899 1.05965
H 1.30180 -0.34892 4.83528
H 1.72032 1.04192 5.28301
H -0.80427 -1.83765 3.60439
H 0.55820 -1.87234 4.27708
H 2.51272 -1.17811 -2.12585
H 2.28683 0.31711 -2.27860
H 2.73756 0.33433 0.02696
H 4.03621 0.45282 -0.75376
H -0.48241 -0.12810 -4.05930
H -1.58820 0.85794 -3.72022
O 0.42780 1.46985 0.13575
O -2.64842 -0.38372 3.26562
O 0.97603 2.67414 -2.10340
O -1.86498 -0.33894 -1.30297
O 2.22040 1.65850 -4.04731
O -2.75660 0.97835 0.48560
O 0.96989 -1.21510 -0.59953
O -1.92418 -2.10375 1.06006
O 1.98377 0.31910 4.70239
O -0.38103 -1.76987 4.46768
O 1.85006 -0.53364 -2.39882
O 3.07900 0.45203 -0.86666
O -0.92927 0.65738 -4.39444
*
```

=====

Going by the energies, i is most stable and the next is 169.3 kJ/mol up.

=====

## i
Here is a molecular structure, H26O13 from OMol25. Energies are from ωB97M-V/def2-TZVPD.

**Orbital gap**: 8.9 eV
**LUMO**: -0.3341 eV

Structure (ORCA input):
```
! wB97M-V def2-TZVPD RIJCOSX def2/J DEFGRID3
* xyz 0 1
O -1.57036 0.32509 2.50868
H -1.31175 1.10012 3.00735
H -0.77261 0.05525 2.05370
O 2.91870 -0.15628 1.07715
H 2.46142 -0.80521 0.54235
H 3.82171 -0.17754 0.76038
O -1.76367 1.01848 -0.27513
H -2.11184 0.28171 0.22705
H -2.38572 1.72943 -0.12077
O 1.25767 2.66215 0.39362
H 1.56519 1.94684 -0.16316
H 0.30313 2.61365 0.34129
O -2.26239 -0.78897 0.80044
H -2.03810 -0.49178 1.68226
H -2.77773 -1.58364 0.93883
O -1.72957 -0.65820 -2.01606
H -2.47011 -1.26467 -2.01082
H -2.01174 0.06989 -1.46244
O 0.38299 -1.32836 -1.96930
H -0.44538 -0.86238 -1.85575
H 0.12759 -2.20654 -2.25179
O 0.26151 0.09987 -0.18127
H -0.69523 0.12753 -0.17036
H 0.50425 -0.15900 0.70773
O 0.03887 -2.67692 0.72184
H 0.10578 -1.74800 0.94291
H -0.89779 -2.86819 0.76990
O 0.66136 -0.17397 1.94509
H 0.57193 -0.24016 2.89580
H 1.56727 0.10307 1.80797
O 1.87362 1.23632 -1.21585
H 2.14377 1.16600 -2.13145
H 1.20807 0.55671 -1.10913
O 2.75143 -1.58569 -0.61038
H 2.02989 -0.96287 -0.69815
H 2.93778 -1.86495 -1.50677
O -1.51006 2.59088 -1.82768
H -1.31668 1.72841 -1.46029
H -1.42330 3.19187 -1.08775
*
```

=====

## ii
Here is 13 unconnected molecules or ions with the total composition H26O13 from OMol25. Energies are from ωB97M-V/def2-TZVPD.

**Orbital gap**: 10.5 eV
**LUMO**: -0.6308 eV

Structure (ORCA input):
```
! wB97M-V def2-TZVPD RIJCOSX def2/J DEFGRID3
* xyz 0 1
H 1.03754 0.67836 -0.12597
H -0.25919 1.40539 0.19020
H 2.27662 0.44187 3.95809
H 2.18263 1.64879 4.87708
H -2.84251 -2.22843 1.78699
H -2.97460 -2.19745 0.27317
H 4.15206 -1.22108 -2.54676
H 2.68541 -1.24646 -2.94467
H 2.75948 4.37952 -0.79847
H 1.32693 4.05893 -1.19227
H -4.19608 1.51142 -1.94341
H -4.26082 0.01028 -1.71445
H -3.06465 3.34457 -0.26663
H -4.22789 2.41499 -0.57126
H 1.14345 -4.13839 -3.02230
H 0.57744 -2.72867 -2.97348
H 0.58289 -1.16349 -0.20804
H -0.85892 -1.27070 0.26070
H 2.13468 -0.30957 0.75190
H 1.95008 -0.99475 2.09596
H 3.90294 0.64980 -0.80094
H 4.29746 2.01664 -0.26602
H -5.49186 0.78169 0.44439
H -4.38345 -0.22575 0.18643
H 0.20036 -2.12596 1.79732
H -0.60355 -3.33232 2.25391
O 0.60685 1.53631 -0.21208
O 2.81907 1.10584 4.39840
O -2.39360 -1.92176 0.99110
O 3.50376 -1.74909 -3.02623
O 2.15059 4.41431 -1.54482
O -4.81935 0.79194 -1.79219
O -3.34477 2.42593 -0.18529
O 0.98868 -3.40206 -2.41993
O -0.08555 -1.80704 0.05278
O 2.40902 -0.25939 1.67451
O 4.65409 1.24926 -0.72747
O -4.76260 0.32605 0.87979
O 0.22739 -2.86954 2.40999
*
```

=====

Going by the energies, ii is most stable and the next is 693.2 kJ/mol up.